(1)
The following is a quantum chemistry calculation of 2 unconnected molecules or ions with the total composition C5H11NO, from OMol25.

The value obtained for the HOMO energy is -0.3780 Eh. Its SMILES is CC(C)N=C=O.C. The spin multiplicity is 1. Its charge is 0. Its energy above the lowest of the compared OMol25 structures with the same formula, charge and spin is 57.90 kJ/mol. For the LUMO energy, the calculation gives 0.822 eV.

Each line ends with the natural charge from an NBO analysis.
CARTESIAN COORDINATES (ANGSTROEM)
C1 0.11 1.84 -0.96  -0.612
C2 0.76 0.47 -0.77  -0.036
C3 2.28 0.54 -0.88  -0.609
N1 0.37 -0.11 0.50  -0.560
C4 0.37 0.22 1.66  0.860
O1 0.31 0.42 2.82  -0.527
H1 0.47 2.55 -0.21  0.207
H2 -0.98 1.77 -0.87  0.220
H3 0.34 2.23 -1.96  0.215
H4 0.38 -0.21 -1.54  0.201
H5 2.57 0.90 -1.87  0.214
H6 2.69 1.23 -0.13  0.207
H7 2.73 -0.45 -0.72  0.221
C5 -2.48 -2.28 0.98  -0.856
H8 -2.32 -3.33 0.75  0.211
H9 -3.48 -1.98 0.66  0.209
H10 -2.39 -2.12 2.06  0.214
H11 -1.73 -1.67 0.47  0.220



(2)
The following is a quantum chemistry calculation of a molecular structure, C52H56CuN3OPS2Te, from OMol25.

The value obtained for the HOMO energy is -0.3764 Eh. The spin multiplicity is 1. Its charge is +1. For the LUMO energy, the calculation gives -2.711 eV.

Each line ends with the Mulliken charge.
CARTESIAN COORDINATES (ANGSTROEM)
Cu1 0.19 0.39 -0.20  3.236
S1 -1.21 1.20 6.61  -0.214
C1 -0.56 2.70 7.10  -0.395
C2 0.05 3.35 6.08  -0.751
C3 -0.01 2.62 4.87  -0.291
C4 -0.66 1.42 5.00  0.505
C5 -0.90 0.41 3.96  0.510
C6 -0.57 0.70 2.62  -0.072
N1 -0.72 -0.16 1.64  0.636
C7 -1.23 -1.37 1.90  -0.808
C8 -1.62 -1.75 3.18  0.896
C9 -2.18 -3.06 3.37  -1.136
C10 -2.31 -3.92 2.34  -1.064
C11 -1.89 -3.56 1.01  0.705
C12 -1.99 -4.42 -0.08  -1.063
C13 -1.56 -4.02 -1.33  0.280
C14 -1.03 -2.72 -1.43  -0.226
N2 -0.91 -1.88 -0.42  0.861
C15 -1.34 -2.29 0.79  -0.647
C16 -1.64 -4.86 -2.52  0.411
C17 -0.98 -4.70 -3.71  -0.446
C18 -1.30 -5.70 -4.67  -0.770
C19 -2.21 -6.60 -4.18  -0.389
S2 -2.66 -6.24 -2.58  -0.177
C20 -1.44 -0.83 4.22  -1.109
H1 -0.67 3.02 8.12  0.458
H2 0.52 4.32 6.18  0.417
H3 0.43 2.97 3.95  0.441
H4 -0.20 1.68 2.34  -0.313
H5 -2.50 -3.34 4.37  0.464
H6 -2.74 -4.90 2.49  0.496
H7 -2.40 -5.42 0.07  0.463
H8 -0.70 -2.36 -2.40  -0.266
H9 -0.27 -3.91 -3.90  0.652
H10 -0.88 -5.75 -5.66  0.404
H11 -2.63 -7.45 -4.69  0.457
H12 -1.72 -1.11 5.22  0.454
C21 4.89 0.92 -1.45  -1.985
C22 3.38 0.76 -1.63  1.388
C23 2.76 2.10 -2.03  -1.350
P1 2.42 -0.04 -0.28  -0.714
C24 2.74 -1.86 -0.40  1.357
C25 4.14 -2.33 -0.79  -1.780
C26 2.25 -2.57 0.86  -1.505
C27 3.02 0.54 1.37  1.058
C28 4.44 0.17 1.81  -1.607
C29 2.79 2.05 1.51  -1.364
H13 5.35 1.19 -2.40  0.464
H14 5.39 0.03 -1.08  0.385
H15 5.10 1.74 -0.76  0.365
H16 3.21 0.06 -2.46  -0.051
H17 3.06 2.89 -1.34  0.326
H18 1.67 2.07 -2.05  0.064
H19 3.10 2.39 -3.03  0.454
H20 2.06 -2.14 -1.21  -0.172
H21 4.89 -2.06 -0.04  0.235
H22 4.46 -1.92 -1.75  0.347
H23 4.14 -3.41 -0.87  0.498
H24 2.93 -2.42 1.70  0.291
H25 2.18 -3.64 0.68  0.516
H26 1.26 -2.21 1.17  0.253
H27 2.32 0.04 2.06  0.226
H28 5.20 0.66 1.21  0.226
H29 4.62 -0.90 1.78  0.325
H30 4.59 0.48 2.85  0.485
H31 3.51 2.61 0.91  0.267
H32 2.94 2.35 2.55  0.459
H33 1.79 2.35 1.20  0.039
C30 -6.29 1.50 -6.68  -1.670
C31 -5.18 1.28 -5.69  0.541
C32 -4.24 0.28 -5.88  -0.737
C33 -3.20 0.08 -4.98  0.867
C34 -2.27 -1.09 -5.22  -1.511
C35 -3.11 0.93 -3.88  0.170
Te1 -1.39 0.83 -2.65  -0.282
N3 -1.25 2.76 -2.30  0.219
C36 -0.88 3.06 -1.06  -0.423
O1 -0.47 2.28 -0.15  -0.598
C37 -1.00 4.51 -0.71  0.354
C38 -1.21 5.47 -1.69  -0.212
C39 -1.31 6.81 -1.34  -0.886
C40 -1.22 7.19 0.00  -0.413
C41 -1.01 6.23 0.98  -0.873
C42 -0.89 4.89 0.62  -0.196
C43 0.09 0.66 -4.13  1.756
C44 0.98 -0.40 -3.93  -0.880
C45 2.00 -0.64 -4.83  -0.469
C46 2.14 0.20 -5.93  -1.173
C47 1.26 1.26 -6.11  -1.117
C48 0.21 1.52 -5.22  0.455
C49 -0.72 2.66 -5.48  -1.156
C50 -4.10 1.87 -3.59  1.119
C51 -4.19 2.68 -2.32  -1.682
C52 -5.12 2.03 -4.53  -0.705
H34 -6.18 0.86 -7.55  0.364
H35 -6.31 2.53 -7.01  0.364
H36 -7.26 1.28 -6.23  0.359
H37 -4.31 -0.37 -6.74  0.431
H38 -2.85 -1.92 -5.63  0.695
H39 -1.80 -1.45 -4.31  -0.194
H40 -1.48 -0.84 -5.93  0.324
H41 -1.29 5.17 -2.72  0.302
H42 -1.47 7.56 -2.10  0.435
H43 -1.30 8.23 0.27  0.403
H44 -0.94 6.52 2.01  0.444
H45 -0.73 4.13 1.38  0.471
H46 0.89 -1.02 -3.04  0.224
H47 2.69 -1.45 -4.67  0.596
H48 2.93 0.04 -6.64  0.396
H49 1.38 1.91 -6.96  0.467
H50 -0.36 3.26 -6.31  0.554
H51 -0.81 3.30 -4.60  0.055
H52 -1.72 2.31 -5.72  0.166
H53 -3.75 2.15 -1.47  0.149
H54 -5.24 2.85 -2.09  0.599
H55 -3.68 3.64 -2.41  0.281
H56 -5.89 2.76 -4.32  0.509



(3)
The following is a quantum chemistry calculation of C5H8O2 in the gas phase in a non-equilibrium geometry, from OMol25.

The value obtained for the HOMO energy is -0.3275 Eh. The spin multiplicity is 1. Its charge is 0. Its energy above the lowest of the compared OMol25 structures with the same formula, charge and spin is 500.67 kJ/mol. For the LUMO energy, the calculation gives -0.056 eV.

Each line ends with the natural charge from an NBO analysis.
CARTESIAN COORDINATES (ANGSTROEM)
O1 -0.25 1.76 0.55  -0.551
C1 0.55 1.33 -0.52  -0.071
C2 1.00 -0.14 -0.43  -0.451
C3 -0.20 -1.08 -0.37  -0.059
O2 0.27 -2.41 -0.25  -0.713
C4 -1.20 -0.71 0.66  0.069
C5 -1.21 0.63 1.07  -0.327
H1 -0.30 0.62 1.71  0.367
H2 1.43 1.98 -0.57  0.195
H3 -0.04 1.48 -1.43  0.165
H4 1.61 -0.31 0.46  0.213
H5 1.63 -0.38 -1.30  0.230
H6 -0.78 -0.97 -1.31  0.209
H7 -0.44 -2.91 0.18  0.481
H8 -2.07 1.12 1.55  0.245